1.
ORCA calculation (the ωB97M-V functional and the def2-TZVPD basis) on a molecular structure, C32H24BrN3O7PPdS2 in a non-equilibrium geometry.

Geometry as XYZ:
```
71
Properties=species:S:1:pos:R:3:forces:R:3:lowdin_charge:R:1
Pd -0.01774 -0.81598 -0.08035 0.890 -0.643 -0.105 0.859
S -0.76782 -1.51797 2.00873 -0.230 0.047 0.162 0.454
P 1.11607 -1.36857 2.78531 -0.025 -0.021 -0.231 0.294
S 1.99900 -1.30131 0.94206 0.215 0.158 0.121 0.585
C 1.35277 0.13081 3.71281 0.036 0.036 -0.016 -0.383
C 1.66150 1.31612 3.04490 -0.015 0.021 0.043 -0.085
C 1.75944 2.49314 3.76718 -0.001 0.021 0.013 -0.052
C 1.54774 2.48661 5.14051 -0.004 -0.030 -0.016 -0.048
C 1.24541 1.30351 5.80332 0.005 0.002 -0.017 -0.054
C 1.14824 0.11826 5.09331 0.025 0.052 0.000 -0.067
C 1.58645 -2.75024 3.79949 -0.097 -0.032 -0.008 -0.400
C 0.65520 -3.71154 4.18082 0.074 -0.045 -0.038 -0.085
C 1.06103 -4.76223 4.99034 -0.007 0.008 -0.009 -0.054
C 2.38416 -4.85203 5.39739 -0.010 0.008 -0.008 -0.048
C 3.31280 -3.89398 5.00588 0.016 0.011 -0.005 -0.053
C 2.91828 -2.83306 4.21063 -0.032 -0.028 0.059 -0.076
H 1.83782 1.31050 1.97641 0.001 0.001 -0.007 0.080
H 2.00985 3.41502 3.25968 -0.003 0.005 0.005 0.115
H 1.62696 3.40896 5.70027 0.005 0.001 0.001 0.115
H 1.09225 1.30316 6.87371 -0.002 0.004 0.002 0.115
H 0.92458 -0.80713 5.60885 -0.010 -0.008 0.001 0.114
H -0.37063 -3.64684 3.84170 -0.012 -0.005 0.011 0.084
H 0.34526 -5.51296 5.29562 0.001 -0.001 0.005 0.115
H 2.69745 -5.67618 6.02406 0.003 -0.003 -0.001 0.116
H 4.34327 -3.97373 5.32358 0.000 -0.001 0.004 0.116
H 3.63755 -2.07762 3.91615 0.003 0.009 0.004 0.120
Br -3.10381 6.32711 -0.08666 0.009 -0.009 0.000 0.785
C -1.58342 5.24543 -0.33540 -0.001 0.085 -0.008 -0.663
C -0.37139 5.82735 -0.69808 -0.003 -0.064 0.007 -0.158
N 0.73739 5.12261 -0.89171 0.037 0.001 -0.006 0.093
C 0.67950 3.80543 -0.73054 -0.067 0.051 0.012 -0.063
C -0.49046 3.14798 -0.36451 0.257 -0.017 -0.059 -0.116
C -1.65191 3.88134 -0.16216 -0.081 -0.050 0.029 -0.038
C -0.51992 1.68531 -0.18550 -0.210 -0.056 0.092 -0.525
O -1.52038 1.04453 0.12674 -0.376 0.493 -0.087 0.005
O 0.61243 1.03712 -0.36892 -0.100 -0.239 0.301 -0.115
H -0.30375 6.89983 -0.83462 0.011 0.006 -0.005 0.111
H 1.59321 3.24799 -0.90038 0.016 0.013 -0.008 0.128
H -2.57108 3.38759 0.12125 -0.001 -0.008 -0.002 0.122
O 2.86339 -0.48225 -1.50873 -0.102 0.028 0.057 0.007
C 1.89128 -0.52924 -2.22701 0.441 0.024 -0.329 -0.569
O 0.72556 -1.06750 -1.88009 -0.597 0.167 -0.026 -0.199
C 1.88128 -0.04677 -3.63276 -0.021 0.001 0.042 -0.134
C 3.08598 -0.00730 -4.31970 0.023 0.030 -0.005 0.000
C 3.15546 0.46661 -5.62890 0.016 0.004 -0.041 0.038
C 1.97945 0.89896 -6.19309 0.045 -0.008 0.013 -0.205
O 1.78665 1.41180 -7.43359 0.020 0.007 -0.030 0.052
C 0.39319 1.71591 -7.53918 0.002 -0.003 0.005 -0.106
O -0.22055 1.36288 -6.29707 -0.025 0.000 0.007 0.039
C 0.77459 0.86592 -5.50631 -0.041 -0.003 0.035 -0.201
C 0.68391 0.39295 -4.22693 0.041 -0.029 -0.045 0.071
H 3.97903 -0.34829 -3.81487 0.005 0.002 -0.006 0.125
H 4.08633 0.49838 -6.17632 -0.001 0.003 -0.002 0.128
H -0.04493 1.12472 -8.34361 -0.002 -0.009 -0.001 0.140
H 0.26910 2.78431 -7.71644 0.005 0.006 0.004 0.141
H -0.25508 0.37762 -3.69393 -0.023 0.001 0.016 0.121
N -5.57302 -1.36392 0.99880 0.028 -0.077 -0.019 0.178
C -5.52722 -2.07550 -0.16152 -0.004 0.066 0.046 -0.497
O -6.43764 -2.76534 -0.55985 -0.024 -0.014 -0.002 0.091
C -4.24538 -1.98311 -0.94322 -0.002 -0.020 -0.028 -0.100
C -4.28532 -2.19782 -2.31673 0.062 0.011 -0.011 0.037
C -3.10796 -2.12454 -3.03939 -0.053 -0.008 0.066 -0.004
C -1.92581 -1.85840 -2.36869 -0.079 -0.171 -0.030 -0.093
N -1.88618 -1.68347 -1.04662 0.119 0.152 0.112 -0.015
C -3.02228 -1.73972 -0.35071 -0.141 0.007 -0.003 -0.109
H -6.44749 -1.37043 1.49881 0.005 0.016 -0.015 0.120
H -4.93537 -0.60795 1.17571 -0.025 0.009 -0.018 0.101
H -5.23577 -2.41934 -2.78426 0.004 -0.003 -0.003 0.135
H -3.08907 -2.27357 -4.10931 -0.016 -0.001 0.001 0.120
H -0.98100 -1.79657 -2.88647 0.041 0.004 -0.018 0.099
H -2.94845 -1.60340 0.72012 -0.018 0.029 -0.010 0.047
```
Forces are in eV/Å.

Properties
ΔE to the lowest compared entry with this formula, charge and spin in kcal/mol: 8.2
E_tot in Eh: -5764.202348
Spin multiplicity: 1
HOMO-LUMO gap in eV: 4.359
Charge: +1


2.
ORCA calculation (the ωB97M-V functional and the def2-TZVPD basis) on a molecular structure, C32H24Cl5IrNO5S2 in a non-equilibrium geometry.

Geometry as XYZ:
```
70
Properties=species:S:1:pos:R:3:forces:R:3:lowdin_charge:R:1
Ir -0.48628 -0.78451 0.02242 -0.883 1.094 -1.298 1.680
O -1.50575 1.28440 -0.04877 1.921 -1.730 1.984 -0.585
S -2.36017 1.65646 -1.23200 -1.128 2.224 -1.903 1.102
C -1.17584 1.93129 -2.61900 0.015 -0.110 0.537 -0.254
C 0.06181 2.66078 -2.12762 0.079 0.171 0.012 -0.228
C 1.30897 2.45487 -2.99674 -0.204 0.080 0.231 -0.195
C 1.93868 1.07417 -2.90401 0.106 0.137 0.344 -0.270
S 2.56139 0.54437 -1.24547 1.253 1.005 -1.419 1.049
O 1.29013 0.31028 -0.46311 -2.915 -0.893 1.157 -0.770
C 3.18790 2.10886 -0.57658 -0.107 -0.423 0.119 -0.385
C 2.42953 2.83076 0.33020 -0.211 -0.147 -0.074 -0.078
C 2.91029 4.04217 0.79795 0.003 -0.064 -0.011 -0.038
C 4.15303 4.49998 0.39041 -0.004 -0.023 0.012 -0.037
C 4.93020 3.73973 -0.47023 -0.063 -0.021 -0.035 -0.040
C 4.45347 2.53221 -0.95583 -0.032 -0.147 -0.175 -0.066
C -2.74056 3.39573 -0.83175 0.053 -0.410 0.140 -0.347
C -3.53323 4.13711 -1.69589 0.101 -0.119 -0.096 -0.069
C -3.82123 5.45478 -1.37479 -0.011 -0.087 0.057 -0.048
C -3.35138 6.00303 -0.19025 0.031 -0.025 0.075 -0.047
C -2.58234 5.24127 0.67740 -0.137 0.010 -0.053 -0.049
C -2.28958 3.92433 0.36615 0.237 -0.135 -0.072 -0.074
H -1.71480 2.47151 -3.39166 -0.167 0.023 -0.070 0.112
H -0.95869 0.92583 -2.96924 -0.079 -0.061 -0.113 0.077
H 0.26760 2.30941 -1.11728 0.034 0.242 -0.019 0.057
H -0.14598 3.73036 -2.07280 -0.002 -0.035 0.083 0.133
H 2.04783 3.21000 -2.71617 -0.027 -0.056 -0.099 0.119
H 1.05879 2.62640 -4.04795 0.108 -0.008 0.000 0.136
H 2.80637 1.00999 -3.55896 0.084 -0.162 -0.023 0.106
H 1.23565 0.28228 -3.16663 0.109 -0.175 -0.028 0.095
H 1.47986 2.44363 0.66660 -0.106 0.054 0.041 0.104
H 2.31086 4.62366 1.48034 -0.029 0.042 0.105 0.118
H 4.52461 5.44263 0.76016 0.048 0.088 0.025 0.121
H 5.90785 4.08758 -0.76299 0.103 -0.006 -0.047 0.122
H 5.05960 1.93601 -1.62036 0.120 -0.076 -0.111 0.121
H -3.92593 3.70337 -2.60247 -0.062 -0.063 -0.158 0.119
H -4.43022 6.04680 -2.03979 -0.063 0.023 -0.069 0.119
H -3.60794 7.01820 0.07164 0.030 0.098 -0.029 0.118
H -2.22173 5.66216 1.60350 -0.010 0.044 0.074 0.116
H -1.71084 3.30757 1.03462 0.067 0.028 0.109 0.103
O -4.18430 -0.63049 -1.69169 0.348 -0.614 -0.072 0.123
C -3.14056 -1.14687 -1.36159 -2.046 -0.663 0.549 -0.617
O -1.97155 -0.71553 -1.67679 2.469 -0.076 0.228 -0.211
C -3.09487 -2.36201 -0.46036 -0.500 0.297 -0.390 -0.139
C -4.05684 -3.37329 -0.45991 0.262 0.427 0.078 0.058
C -3.80983 -4.51803 0.25988 0.431 0.025 0.144 0.070
C -2.59585 -4.62775 0.98991 -0.329 0.979 -0.144 -0.157
C -2.04838 -5.81899 1.44236 -0.092 -0.343 0.253 -0.005
C -0.61757 -5.83212 1.78217 0.327 0.087 -0.234 -0.527
C -0.20877 -4.66540 2.68689 0.160 -0.213 -0.177 -0.186
C -0.81097 -3.31438 2.22785 -0.499 -0.315 0.378 -0.148
C -1.82851 -3.43094 1.12819 0.262 -0.831 0.476 -0.156
N -2.04128 -2.37656 0.37107 0.651 0.692 -0.308 0.041
H -4.94837 -3.24847 -1.05590 0.007 0.033 -0.086 0.143
H -4.48915 -5.35608 0.22592 -0.057 -0.094 -0.040 0.141
H -2.58733 -6.74563 1.34343 -0.100 -0.139 -0.005 0.137
H -0.27726 -6.78307 2.18516 -0.026 0.119 -0.042 0.095
H -0.52645 -4.91907 3.70050 -0.025 0.112 0.003 0.174
H -1.31045 -2.81092 3.06940 0.117 -0.125 -0.123 0.189
Cl 5.00210 -5.62225 3.06776 0.099 -0.068 0.027 0.753
C 3.64289 -4.65518 2.72546 -0.316 0.131 0.001 -0.682
C 3.81640 -3.34329 2.25556 -0.163 -0.395 0.154 -0.679
Cl 5.39038 -2.71975 2.03769 0.010 0.062 -0.003 0.750
C 2.70931 -2.53625 1.98004 -0.473 -0.446 0.071 -0.580
Cl 2.89439 -0.90058 1.53554 0.083 0.195 0.230 0.797
C 1.43976 -3.08526 2.11539 1.662 -1.071 0.606 -0.259
O 0.27417 -2.44860 1.83747 -0.726 0.893 -0.628 -0.096
C 1.26315 -4.37342 2.61849 -0.035 0.656 -0.016 -0.193
Cl 0.26490 -5.62278 0.17914 -0.042 -0.220 0.056 0.734
C 2.34768 -5.16652 2.94246 0.479 0.613 -0.204 -0.613
Cl 2.14126 -6.72998 3.59544 -0.202 -0.094 0.015 0.798
```
Forces are in eV/Å.

Properties
E_tot in Eh: -4865.704520
Spin multiplicity: 6
HOMO-LUMO gap (alpha / beta) in eV: 7.573 / 4.501
Charge: +2


3.
ORCA calculation (the ωB97M-V functional and the def2-TZVPD basis) on a molecular structure, C32H24ClMnN5O4S3 in a non-equilibrium geometry.

Geometry as XYZ:
```
70
Properties=species:S:1:pos:R:3:forces:R:3:lowdin_charge:R:1
Mn 0.11310 0.10336 0.04060 0.226 1.471 0.689 0.567
Cl -4.25594 -1.02820 5.75762 -0.040 -0.012 0.044 0.547
C -2.97385 -0.81540 4.56745 -0.020 0.004 -0.038 -0.697
C -1.64631 -0.87095 4.97547 0.052 -0.006 -0.102 -0.138
C -0.65606 -0.70554 4.02458 0.153 -0.039 0.206 -0.014
C -0.93957 -0.49147 2.66356 0.235 0.076 -0.183 -0.340
O 0.05934 -0.39025 1.83861 -0.664 -0.534 0.815 -0.257
C -2.31263 -0.42905 2.26387 0.061 -0.055 0.284 -0.141
C -2.73204 -0.22336 0.91830 0.076 0.099 -0.305 -0.093
N -1.91938 -0.03015 -0.11512 -1.878 -0.343 0.061 -0.078
C -2.40400 0.13165 -1.36587 -0.260 0.007 -0.101 -0.248
C -3.75529 0.08646 -1.76647 -0.154 0.027 -0.220 -0.051
C -4.10665 0.28311 -3.10175 0.115 -0.013 0.145 -0.137
C -3.16961 0.52084 -4.08716 -0.007 -0.008 0.011 -0.098
C -1.79434 0.56025 -3.73242 -0.139 0.003 -0.090 -0.171
C -0.75502 0.77882 -4.65076 -0.226 -0.004 -0.031 -0.043
C 0.54424 0.78318 -4.21870 0.364 -0.007 0.010 -0.063
C 0.81910 0.57700 -2.86795 0.570 -0.015 -0.390 -0.112
N -0.13123 0.38725 -1.98489 -0.372 -0.024 -0.372 0.009
C -1.42170 0.36560 -2.38145 -0.162 -0.017 0.013 -0.150
C -3.30512 -0.59808 3.25223 -0.027 0.024 -0.116 -0.097
H -1.39984 -1.03431 6.01656 0.003 0.009 -0.002 0.088
H 0.39371 -0.73221 4.29894 -0.100 0.055 -0.034 0.112
H -3.80164 -0.19416 0.75129 -0.189 -0.017 0.077 0.090
H -4.53762 -0.09636 -1.04595 -0.024 0.003 0.014 0.073
H -5.15705 0.24738 -3.36579 -0.068 -0.001 -0.036 0.084
H -3.45965 0.67484 -5.12002 0.006 0.002 0.008 0.082
H -0.99794 0.93804 -5.69571 -0.008 0.006 -0.018 0.102
H 1.36670 0.94551 -4.90215 0.018 0.008 -0.012 0.094
H 1.83033 0.57828 -2.48697 -0.173 -0.010 -0.199 0.091
H -4.35011 -0.55375 2.96003 0.059 -0.001 0.014 0.098
S -0.34550 2.33385 0.36662 -0.654 0.275 0.324 0.744
C 0.95439 3.41816 0.77752 0.981 0.803 0.152 -0.680
C 0.98083 4.65019 0.10326 0.095 -0.571 0.056 -0.174
C 1.98687 5.57469 0.30772 0.215 0.436 -0.029 -0.161
C 3.03371 5.29276 1.19475 -0.239 0.004 -0.309 -0.154
C 3.02165 4.10746 1.89091 -0.303 0.044 -0.227 -0.184
C 1.96497 3.16807 1.76144 -0.218 0.187 -0.092 -0.806
S 1.93715 1.81487 2.79513 0.287 -0.491 0.453 0.499
H 0.20153 4.83795 -0.62621 0.008 0.057 -0.043 0.078
H 1.98507 6.50484 -0.25243 -0.028 0.014 0.017 0.068
H 3.84880 5.99816 1.32385 0.012 0.033 -0.003 0.073
H 3.81640 3.85565 2.58044 -0.013 0.010 0.097 0.067
C -0.45806 -5.06075 0.69210 0.053 0.100 0.072 -0.050
N 0.46458 -4.33887 -0.17832 0.305 -0.045 -0.052 -0.166
C 1.85965 -4.82403 -0.20562 -0.348 0.076 -0.020 -0.045
C 0.28624 -3.02320 -0.24818 0.092 -1.029 0.124 -0.193
N 0.09465 -1.90113 -0.32826 -0.137 -0.325 -0.555 0.205
H -0.49206 -6.10348 0.38017 0.014 -0.039 -0.048 0.079
H -1.45346 -4.63087 0.60572 0.006 0.015 -0.009 0.093
H -0.14228 -5.01049 1.73774 0.005 0.016 0.036 0.094
H 1.85732 -5.84936 -0.57591 -0.057 -0.029 0.004 0.079
H 2.30360 -4.78368 0.79002 -0.008 -0.003 0.094 0.090
H 2.44789 -4.17934 -0.85090 -0.054 -0.051 0.003 0.061
O 2.65112 2.07930 -1.18686 1.163 -1.461 1.319 0.048
C 3.02748 1.11934 -0.49479 -4.024 0.423 -1.300 -0.479
N 2.13816 0.06953 -0.08945 3.252 0.432 -0.835 -0.159
S 3.00097 -1.25256 0.31505 -1.627 -0.398 0.302 0.629
O 2.56714 -1.89443 1.54324 0.575 0.383 -0.528 -0.310
O 3.05532 -2.18272 -0.81720 0.639 0.541 0.199 -0.351
C 4.53029 -0.43282 0.47964 0.154 1.701 -0.950 -0.208
C 5.73374 -0.90457 0.94368 0.632 -0.011 0.093 -0.053
C 6.85926 -0.08075 0.84027 -0.705 0.982 -0.574 -0.071
C 6.72925 1.20738 0.23555 0.712 -1.249 0.688 -0.084
C 5.52199 1.66829 -0.23347 -1.468 -0.304 -0.078 0.005
C 4.37209 0.85358 -0.10079 3.499 -1.139 1.403 -0.112
H 5.79638 -1.89752 1.37905 0.024 0.110 -0.026 0.114
H 7.82232 -0.41442 1.21153 -0.080 0.046 -0.036 0.088
H 7.60893 1.84171 0.14733 -0.106 -0.125 0.048 0.092
H 5.43097 2.65083 -0.68614 -0.085 -0.101 0.090 0.122
```
Forces are in eV/Å.

Properties
ΔE to the lowest compared entry with this formula, charge and spin in kcal/mol: 91.7
E_tot in Eh: -4614.378123
Spin multiplicity: 6
HOMO-LUMO gap (alpha / beta) in eV: 4.009 / 4.316
Charge: -2


> Which of these has the lowest spin multiplicity?

C32H24BrN3O7PPdS2


> The highest E_tot belongs to which entry?

C32H24ClMnN5O4S3


> Which of these has the highest charge?

C32H24Cl5IrNO5S2


> Number 1 is which compound?

C32H24BrN3O7PPdS2